Here is a cluster of 8 separate species, C56H122N10O8 in total at a distorted geometry from the Open Molecules 2025 dataset. Energies are from the ωB97M-V functional and the def2-TZVPD basis.

The relative energy (zero: lowest compared OMol25 entry of this formula, charge and spin) comes out at 213.9 kcal per mole. As for the structure (SMILES): CC1(C)CCCC(C)(C)N1O.CC1(C)CCCC(C)(C)N1O.CC1(C)CCCC(C)(C)N1O.CC1(C)CCCC(C)(C)N1O.CC1(C)CCCC(C)(C)N1O.CC1(C)CCCC(C)(C)N1O.NC(N)=O.NC(N)=O. The value obtained for the HOMO energy is -8.15 eV. The HOMO-LUMO gap is 8.40 eV.

Each atom is followed by the atoms it is bonded to, with distances in Å.
Cartesian coordinates (Å):
1 C -14.50 -1.23 12.36  C2 1.571, H12 1.090, H13 1.090, H14 1.090
2 C -13.63 -0.47 11.30  C1 1.571, C3 1.538, N7 1.495, C11 1.576
3 C -14.23 -0.75 9.91  C2 1.538, C4 1.570, H15 1.090, H16 1.090
4 C -13.58 0.15 8.81  C3 1.570, C5 1.502, H17 1.090, H18 1.090
5 C -13.95 1.56 9.18  C4 1.502, C6 1.533, H19 1.090, H20 1.090
6 C -13.50 2.05 10.56  C5 1.533, N7 1.429, C9 1.530, C10 1.558
7 N -13.68 1.01 11.52  C2 1.495, C6 1.429, O8 1.381
8 O -13.13 1.31 12.75  N7 1.381, H30 0.960
9 C -12.06 2.56 10.40  C6 1.530, H21 1.090, H22 1.090, H23 1.090
10 C -14.28 3.36 10.89  C6 1.558, H24 1.090, H25 1.090, H26 1.090
11 C -12.21 -1.16 11.35  C2 1.576, H27 1.090, H28 1.090, H29 1.090
12 H -15.45 -0.69 12.29  C1 1.090
13 H -14.07 -1.14 13.35  C1 1.090
14 H -14.85 -2.23 12.08  C1 1.090
15 H -14.30 -1.82 9.69  C3 1.090
16 H -15.25 -0.37 9.92  C3 1.090
17 H -13.90 -0.15 7.81  C4 1.090
18 H -12.51 0.32 8.83  C4 1.090
19 H -15.00 1.78 8.98  C5 1.090
20 H -13.56 2.07 8.30  C5 1.090
21 H -11.73 3.20 11.21  C9 1.090
22 H -11.37 1.72 10.32  C9 1.090
23 H -11.96 3.17 9.50  C9 1.090
24 H -14.23 4.09 10.09  C10 1.090
25 H -15.32 3.23 11.21  C10 1.090
26 H -13.80 3.92 11.69  C10 1.090
27 H -11.72 -0.63 12.17  C11 1.090
28 H -11.46 -1.03 10.57  C11 1.090
29 H -12.29 -2.21 11.61  C11 1.090
30 H -12.21 1.11 12.56  O8 0.960
31 C -14.51 6.02 7.63  C32 1.570, H42 1.090, H43 1.090, H44 1.090
32 C -16.03 6.08 8.01  C31 1.570, C33 1.645, N37 1.486, C41 1.556
33 C -16.55 7.56 7.49  C32 1.645, C34 1.537, H45 1.090, H46 1.090
34 C -18.08 7.60 7.51  C33 1.537, C35 1.556, H47 1.090, H48 1.090
35 C -18.52 6.42 6.60  C34 1.556, C36 1.573, H49 1.090, H50 1.090
36 C -18.16 4.98 7.10  C35 1.573, N37 1.425, C39 1.528, C40 1.504
37 N -16.75 4.99 7.29  C32 1.486, C36 1.425, O38 1.409
38 O -16.21 3.75 7.68  N37 1.409, H60 0.960
39 C -18.95 4.69 8.38  C36 1.528, H51 1.090, H52 1.090, H53 1.090
40 C -18.44 4.08 5.93  C36 1.504, H54 1.090, H55 1.090, H56 1.090
41 C -16.21 6.09 9.55  C32 1.556, H57 1.090, H58 1.090, H59 1.090
42 H -14.47 6.31 6.58  C31 1.090
43 H -13.92 5.13 7.88  C31 1.090
44 H -14.04 6.80 8.23  C31 1.090
45 H -16.24 8.27 8.26  C33 1.090
46 H -16.16 7.74 6.49  C33 1.090
47 H -18.50 8.52 7.08  C34 1.090
48 H -18.60 7.46 8.46  C34 1.090
49 H -18.10 6.65 5.61  C35 1.090
50 H -19.57 6.56 6.35  C35 1.090
51 H -18.85 3.64 8.66  C39 1.090
52 H -18.60 5.35 9.16  C39 1.090
53 H -20.02 4.83 8.25  C39 1.090
54 H -18.14 3.05 6.12  C40 1.090
55 H -19.51 4.12 5.75  C40 1.090
56 H -17.99 4.41 4.99  C40 1.090
57 H -16.48 5.06 9.80  C41 1.090
58 H -16.99 6.76 9.91  C41 1.090
59 H -15.38 6.42 10.17  C41 1.090
60 H -16.57 3.74 8.57  O38 0.960
61 C -25.94 -7.56 9.15  C62 1.548, H72 1.090, H73 1.090, H74 1.090
62 C -25.41 -6.73 10.33  C61 1.548, C63 1.566, N67 1.504, C71 1.500
63 C -23.85 -6.81 10.40  C62 1.566, C64 1.551, H75 1.090, H76 1.090
64 C -23.06 -5.87 9.46  C63 1.551, C65 1.600, H77 1.090, H78 1.090
65 C -23.65 -4.38 9.55  C64 1.600, C66 1.561, H79 1.090, H80 1.090
66 C -25.20 -4.24 9.42  C65 1.561, N67 1.497, C69 1.612, C70 1.512
67 N -25.75 -5.26 10.37  C62 1.504, C66 1.497, O68 1.403
68 O -27.15 -5.12 10.46  N67 1.403, H90 0.960
69 C -25.50 -2.78 10.03  C66 1.612, H81 1.090, H82 1.090, H83 1.090
70 C -25.58 -4.41 7.97  C66 1.512, H84 1.090, H85 1.090, H86 1.090
71 C -25.81 -7.39 11.62  C62 1.500, H87 1.090, H88 1.090, H89 1.090
72 H -25.91 -8.63 9.35  C61 1.090
73 H -25.33 -7.15 8.34  C61 1.090
74 H -26.96 -7.24 8.98  C61 1.090
75 H -23.41 -6.86 11.40  C63 1.090
76 H -23.54 -7.82 10.13  C63 1.090
77 H -23.08 -6.34 8.48  C64 1.090
78 H -21.98 -5.98 9.56  C64 1.090
79 H -23.06 -3.92 8.77  C65 1.090
80 H -23.39 -4.17 10.59  C65 1.090
81 H -25.82 -2.79 11.07  C69 1.090
82 H -24.65 -2.10 9.96  C69 1.090
83 H -26.28 -2.30 9.43  C69 1.090
84 H -25.09 -3.66 7.35  C70 1.090
85 H -25.56 -5.40 7.51  C70 1.090
86 H -26.64 -4.16 7.97  C70 1.090
87 H -25.54 -8.45 11.54  C71 1.090
88 H -26.84 -7.14 11.85  C71 1.090
89 H -25.30 -7.13 12.55  C71 1.090
90 H -27.24 -4.76 11.34  O68 0.960
91 C -16.28 -5.12 6.69  C92 1.523, H102 1.090, H103 1.090, H104 1.090
92 C -15.05 -4.35 7.16  C91 1.523, C93 1.578, N97 1.506, C101 1.503
93 C -14.98 -4.48 8.73  C92 1.578, C94 1.520, H105 1.090, H106 1.090
94 C -14.78 -5.91 9.21  C93 1.520, C95 1.485, H107 1.090, H108 1.090
95 C -13.48 -6.47 8.74  C94 1.485, C96 1.535, H109 1.090, H110 1.090
96 C -13.19 -6.27 7.24  C95 1.535, N97 1.507, C99 1.570, C100 1.481
97 N -13.68 -4.90 6.85  C92 1.506, C96 1.507, O98 1.332
98 O -13.28 -4.53 5.63  N97 1.332, H120 0.960
99 C -11.63 -6.42 7.12  C96 1.570, H111 1.090, H112 1.090, H113 1.090
100 C -13.81 -7.34 6.43  C96 1.481, H114 1.090, H115 1.090, H116 1.090
101 C -15.17 -2.91 6.72  C92 1.503, H117 1.090, H118 1.090, H119 1.090
102 H -17.27 -4.75 6.95  C91 1.090
103 H -16.09 -6.15 7.00  C91 1.090
104 H -16.22 -5.22 5.61  C91 1.090
105 H -14.05 -3.97 8.99  C93 1.090
106 H -15.68 -3.81 9.22  C93 1.090
107 H -15.55 -6.63 8.95  C94 1.090
108 H -14.61 -5.83 10.28  C94 1.090
109 H -13.58 -7.53 8.98  C95 1.090
110 H -12.59 -6.13 9.26  C95 1.090
111 H -11.31 -7.43 7.36  C99 1.090
112 H -11.34 -6.11 6.12  C99 1.090
113 H -10.99 -5.86 7.80  C99 1.090
114 H -13.40 -8.35 6.35  C100 1.090
115 H -14.73 -7.54 6.98  C100 1.090
116 H -14.05 -7.06 5.40  C100 1.090
117 H -14.58 -2.22 7.32  C101 1.090
118 H -16.16 -2.50 6.92  C101 1.090
119 H -14.99 -2.66 5.67  C101 1.090
120 H -13.74 -5.20 5.12  O98 0.960
121 C -22.91 -1.04 6.03  C122 1.639, H132 1.090, H133 1.090, H134 1.090
122 C -23.84 -0.27 4.92  C121 1.639, C123 1.519, N127 1.411, C131 1.543
123 C -25.23 -0.23 5.53  C122 1.519, C124 1.549, H135 1.090, H136 1.090
124 C -26.35 0.59 4.83  C123 1.549, C125 1.504, H137 1.090, H138 1.090
125 C -25.80 1.94 4.45  C124 1.504, C126 1.602, H139 1.090, H140 1.090
126 C -24.26 2.08 4.03  C125 1.602, N127 1.502, C129 1.591, C130 1.538
127 N -23.36 1.03 4.62  C122 1.411, C126 1.502, O128 1.363
128 O -22.10 1.09 4.09  N127 1.363, H150 0.960
129 C -24.36 1.93 2.45  C126 1.591, H141 1.090, H142 1.090, H143 1.090
130 C -23.73 3.41 4.61  C126 1.538, H144 1.090, H145 1.090, H146 1.090
131 C -24.04 -1.20 3.70  C122 1.543, H147 1.090, H148 1.090, H149 1.090
132 H -23.57 -1.73 6.56  C121 1.090
133 H -22.47 -0.42 6.80  C121 1.090
134 H -22.12 -1.65 5.59  C121 1.090
135 H -25.67 -1.22 5.68  C123 1.090
136 H -25.15 0.16 6.54  C123 1.090
137 H -27.13 0.71 5.58  C124 1.090
138 H -26.79 -0.08 4.10  C124 1.090
139 H -25.94 2.68 5.23  C125 1.090
140 H -26.50 2.22 3.67  C125 1.090
141 H -25.08 2.64 2.05  C129 1.090
142 H -23.42 2.13 1.95  C129 1.090
143 H -24.62 0.91 2.16  C129 1.090
144 H -24.41 4.25 4.49  C130 1.090
145 H -23.61 3.27 5.69  C130 1.090
146 H -22.79 3.61 4.10  C130 1.090
147 H -24.85 -0.97 3.01  C131 1.090
148 H -24.18 -2.24 4.00  C131 1.090
149 H -23.21 -1.28 3.01  C131 1.090
150 H -21.50 1.50 4.72  O128 0.960
151 C -17.97 0.77 8.84  C152 1.500, H162 1.090, H163 1.090, H164 1.090
152 C -18.94 -0.32 9.18  C151 1.500, C153 1.560, N157 1.469, C161 1.591
153 C -19.01 -1.19 7.89  C152 1.560, C154 1.597, H165 1.090, H166 1.090
154 C -19.46 -2.70 8.12  C153 1.597, C155 1.483, H167 1.090, H168 1.090
155 C -18.64 -3.34 9.19  C154 1.483, C156 1.618, H169 1.090, H170 1.090
156 C -18.77 -2.49 10.55  C155 1.618, N157 1.515, C159 1.535, C160 1.494
157 N -18.35 -1.05 10.32  C152 1.469, C156 1.515, O158 1.443
158 O -18.29 -0.23 11.51  N157 1.443, H180 0.960
159 C -20.16 -2.61 11.20  C156 1.535, H171 1.090, H172 1.090, H173 1.090
160 C -17.86 -3.10 11.56  C156 1.494, H174 1.090, H175 1.090, H176 1.090
161 C -20.43 0.11 9.50  C152 1.591, H177 1.090, H178 1.090, H179 1.090
162 H -18.26 1.33 7.95  C151 1.090
163 H -16.95 0.40 8.78  C151 1.090
164 H -18.06 1.58 9.57  C151 1.090
165 H -19.64 -0.79 7.10  C153 1.090
166 H -17.98 -1.30 7.53  C153 1.090
167 H -19.33 -3.21 7.17  C154 1.090
168 H -20.53 -2.76 8.31  C154 1.090
169 H -17.68 -3.43 8.68  C155 1.090
170 H -18.91 -4.38 9.36  C155 1.090
171 H -21.04 -2.35 10.60  C159 1.090
172 H -20.28 -3.54 11.76  C159 1.090
173 H -20.06 -1.89 12.01  C159 1.090
174 H -17.88 -2.58 12.52  C160 1.090
175 H -18.10 -4.16 11.67  C160 1.090
176 H -16.77 -3.04 11.51  C160 1.090
177 H -20.60 1.02 8.93  C161 1.090
178 H -20.58 0.50 10.51  C161 1.090
179 H -21.15 -0.65 9.22  C161 1.090
180 H -17.35 -0.07 11.63  O158 0.960
181 C -18.89 0.50 15.09  O182 1.211, N183 1.307, N184 1.268
182 O -18.02 0.65 15.92  C181 1.211
183 N -19.66 1.44 14.61  C181 1.307, H185 1.010, H186 1.010
184 N -19.08 -0.67 14.65  C181 1.268, H187 1.010, H188 1.010
185 H -19.41 2.34 14.97  N183 1.010
186 H -20.51 1.13 14.15  N183 1.010
187 H -18.65 -1.42 15.18  N184 1.010
188 H -19.58 -0.75 13.78  N184 1.010
189 C -21.68 -3.74 15.73  O190 1.232, N191 1.230, N192 1.300
190 O -22.87 -4.02 15.64  C189 1.232
191 N -20.87 -4.07 14.86  C189 1.230, H193 1.010, H194 1.010
192 N -21.07 -2.98 16.59  C189 1.300, H195 1.010, H196 1.010
193 H -19.87 -3.97 14.96  N191 1.010
194 H -21.31 -4.53 14.07  N191 1.010
195 H -21.64 -2.51 17.27  N192 1.010
196 H -20.10 -2.75 16.44  N192 1.010